1.
This record from OMol25 describes a cluster of 2 separate species, C5H16N3 in total at a distorted geometry. The level of theory is ωB97M-V with the def2-TZVPD basis set.

Values from the calculation:
Charge: +1
E_HOMO: -14.17 eV
Kohn-Sham gap: 0.40695 hartree

```
24
Properties=species:S:1:pos:R:3:mulliken_charge:R:1
C 2.29591 1.75365 0.14358 -0.85
C 0.86649 0.99792 -1.67295 0.74
N 2.10635 1.23732 -1.20342 -0.17
N -0.15241 1.03422 -0.81786 -0.32
N 0.73450 0.63542 -2.97249 -0.40
H 2.81162 1.26183 -1.93187 0.23
H 0.03911 0.64179 0.09371 -0.01
H -1.07095 0.86646 -1.22189 0.30
H 1.52877 0.82896 -3.55348 0.23
H -0.20543 0.79251 -3.29498 0.26
H 3.35448 2.03537 0.17145 0.34
H 2.07080 0.95616 0.84636 0.26
H 1.84801 2.72674 0.35300 0.33
C -1.60274 -1.53536 1.88171 -0.33
C -2.63863 -1.03113 0.83812 -0.89
C -0.15711 -1.76181 1.47435 -0.53
H -1.97036 -2.52151 2.18721 0.30
H -1.71470 -0.86382 2.73549 0.33
H -3.33420 -1.82623 0.55535 0.33
H -3.28934 -0.26760 1.25341 0.30
H 0.48773 -1.90461 2.33973 0.35
H 0.31273 -0.79168 1.20429 -0.23
H -2.15274 -0.75587 -0.10374 0.11
H -0.16789 -2.50874 0.69492 0.31
```



2.
This record from OMol25 describes a cluster of 2 separate species, C5H16N3P in total at a distorted geometry. The level of theory is ωB97M-V with the def2-TZVPD basis set.

Values from the calculation:
Charge: 0
E_HOMO (alpha / beta): -8.93 / -6.99 eV
Kohn-Sham gap (alpha / beta): 0.32198 / 0.23700 hartree

```
25
Properties=species:S:1:pos:R:3:mulliken_charge:R:1
C 3.27035 0.07318 -0.35187 -1.14
C -2.08334 -0.73680 1.41557 -0.89
C 2.56326 1.12633 0.47769 -0.52
C 0.91556 1.02172 0.51788 -0.34
C 0.22387 0.81329 -0.77848 -0.60
N -3.65638 0.64184 -0.77862 -0.68
N -0.82985 -3.00743 -0.96381 -0.48
N -1.20931 1.02342 -0.63490 -0.15
P -2.38254 -0.07214 -0.29095 0.35
H 4.38499 0.19239 -0.22864 0.34
H 3.13701 -0.86826 0.04023 0.38
H 3.02645 0.30253 -1.41024 0.28
H -2.39813 0.05767 2.08276 0.33
H -2.77435 -1.69027 1.41410 0.32
H -1.03792 -1.00066 1.52838 0.24
H 2.75222 1.13631 1.57722 0.33
H 2.81285 2.04289 0.02261 0.33
H 0.55120 0.20947 1.09700 0.06
H 0.56143 1.97990 0.90533 0.30
H 0.23092 -0.24334 -0.98858 0.31
H 0.53726 1.63798 -1.54558 0.28
H -4.55315 0.12245 -0.48029 0.24
H -0.92655 -3.17879 0.00939 0.20
H -1.63512 -3.38358 -1.44857 0.21
H -1.48071 1.79990 -1.18763 0.31
```



3.
This record from OMol25 describes a cluster of 2 separate species, C5H16N3S in total at a distorted geometry. The level of theory is ωB97M-V with the def2-TZVPD basis set.

Values from the calculation:
Charge: +1
E_HOMO: -11.62 eV
Kohn-Sham gap: 0.31088 hartree

```
25
Properties=species:S:1:pos:R:3:mulliken_charge:R:1
C 0.03037 2.65817 -0.02064 -1.11
C -0.90156 1.25006 1.49062 0.62
N -1.20622 2.16951 0.53086 -0.24
N 0.08405 1.25876 2.34214 -0.38
N -1.84717 0.27555 1.55960 -0.43
H -1.80468 1.92587 -0.20816 0.33
H 0.53759 2.35009 2.42392 0.37
H 0.33098 0.54479 2.98217 0.23
H -2.44622 -0.00458 0.69305 0.26
H -2.14260 0.03250 2.52271 0.25
H 0.04202 2.84931 -1.19032 0.28
H 1.03619 2.16462 0.11283 0.30
H 0.05983 3.63546 0.38817 0.47
C -0.15133 -1.98214 -0.65968 0.01
C 0.28782 -3.35579 -0.01760 -1.24
C 1.69263 -0.26240 -2.46197 -0.88
S 1.15462 -0.66645 -0.72934 -0.11
H -0.62244 -2.04134 -1.71384 0.40
H -0.95842 -1.49550 -0.06679 -0.18
H 0.89908 -3.21885 0.82235 0.36
H 0.77510 -3.91289 -0.77425 0.32
H 1.19241 -0.75178 -3.29649 0.33
H 1.68289 0.74011 -2.63154 0.32
H 2.82130 -0.36967 -2.53799 0.30
H -0.54623 -3.79338 0.44018 0.43
```



4.
This record from OMol25 describes the ion C5H16N5 with charge +1 at a distorted geometry. The level of theory is ωB97M-V with the def2-TZVPD basis set.

Values from the calculation:
Charge: +1
E_HOMO: -11.53 eV
Kohn-Sham gap: 0.32065 hartree

```
26
Properties=species:S:1:pos:R:3:mulliken_charge:R:1
C -1.32792 -0.10393 0.65719 -0.92
C -0.32756 1.19244 -1.24084 -1.08
C -1.51676 0.34685 -0.75993 0.52
C 1.55381 0.14500 0.12505 -0.51
C 0.75684 -1.04580 0.64520 0.06
N -2.71198 1.15373 -0.96707 -0.67
N 1.51196 1.31504 0.89929 -0.49
N 0.60967 -2.01967 -0.39148 -0.52
N 1.11547 -1.50035 1.90884 -0.50
N 0.91692 0.39631 -1.26734 -0.05
H -1.24996 0.68811 1.38787 0.25
H -1.94117 -0.92953 0.98133 0.38
H -0.55306 1.55717 -2.24242 0.40
H -0.17070 2.04456 -0.57817 0.38
H -1.60698 -0.52627 -1.41703 0.30
H 2.58592 -0.15977 -0.10444 0.60
H -3.55523 0.60462 -0.86421 0.29
H -2.75552 1.92392 -0.30920 0.26
H 2.39557 1.72599 1.14672 0.25
H 0.85780 1.30236 1.66451 0.24
H 1.45553 -2.57854 -0.49129 0.24
H -0.15347 -2.65890 -0.20377 0.28
H 0.60985 -2.31073 2.23541 0.26
H 1.22200 -0.80319 2.62963 0.21
H 0.68849 -0.58991 -1.54652 0.41
H 1.59051 0.83050 -1.89734 0.41
```



5.
This record from OMol25 describes a cluster of 2 separate species, C5H16N7O2 in total at a distorted geometry. The level of theory is ωB97M-V with the def2-TZVPD basis set.

Values from the calculation:
Charge: +1
E_HOMO: -12.67 eV
Kohn-Sham gap: 0.37308 hartree

```
30
Properties=species:S:1:pos:R:3:mulliken_charge:R:1
C 0.05728 -2.31731 -1.31317 -0.23
C 0.32328 -0.36705 -0.00263 0.73
C -0.23497 -0.07600 1.44885 -0.11
C 2.25862 -1.43153 -0.97448 -0.07
C -2.18500 0.55021 2.83623 -0.29
N -0.52782 -1.34924 -0.77155 -0.56
N 1.39197 -2.47868 -1.38667 -0.19
N 0.61367 0.09970 2.38116 -0.26
N 2.51873 -0.45272 -2.09119 -0.55
N -0.32015 2.63099 -3.41180 -0.69
N -1.94121 -0.45776 3.84597 -0.54
N -1.47775 0.20819 1.56318 -0.11
O 1.62678 -0.80831 0.18023 -0.38
O -3.48516 0.73514 2.53643 -0.54
H -0.51972 -3.05632 -1.81967 0.43
H 0.28638 0.55572 -0.65669 0.23
H -1.51342 1.32356 3.13413 0.55
H 1.80321 -3.22400 -1.91505 0.22
H 1.60144 -0.05341 2.13850 0.27
H 0.50256 0.10594 3.34957 0.27
H 2.42584 0.55199 -1.86253 0.28
H 1.85691 -0.70809 -2.81434 0.31
H 0.68198 2.98425 -3.33930 0.24
H -0.59894 2.67492 -4.42682 0.25
H -2.45263 -0.05352 4.70367 0.27
H -2.27087 -1.38072 3.74217 0.21
H -2.02040 -0.41320 0.78643 0.40
H -0.86924 3.30615 -2.95267 0.22
H 3.21776 -1.89210 -0.59665 0.28
H -3.92594 1.66195 2.54473 0.38
```



6.
This record from OMol25 describes a cluster of 2 separate species, C5H16NO in total at a distorted geometry. The level of theory is ωB97M-V with the def2-TZVPD basis set.

Values from the calculation:
Charge: +1
E_HOMO: -15.27 eV
Kohn-Sham gap: 0.44433 hartree

```
23
Properties=species:S:1:pos:R:3:mulliken_charge:R:1
C -0.52334 1.18382 -1.27719 -1.36
C -0.86480 0.10949 -0.22361 -0.19
C -0.11950 -1.20905 -0.29804 0.63
C -0.55206 -1.97281 -1.54849 -1.51
C 1.41999 -1.05557 -0.25319 -1.57
N -0.71401 0.71491 1.14532 -0.26
H -1.08736 1.04133 -2.19168 0.41
H 0.51621 1.10491 -1.58336 0.27
H -0.79099 2.18138 -0.93202 0.43
H -1.92690 -0.03308 -0.43734 0.34
H -0.40562 -1.79462 0.57383 0.41
H -1.20085 -1.41640 -2.22892 0.37
H -1.03936 -2.89176 -1.29842 0.33
H 0.24435 -2.25011 -2.23645 0.38
H 1.85845 -2.01984 -0.48369 0.47
H 1.78720 -0.78177 0.74279 0.36
H 1.73804 -0.32986 -0.98032 0.37
H 0.10049 1.32653 1.16212 0.45
H -0.34352 -0.01564 1.75935 0.35
H -1.43965 1.29539 1.56375 0.36
H 1.70341 2.61313 2.60401 0.32
H 0.80623 1.97651 3.67694 0.31
O 0.83357 2.22313 2.74460 -0.66
```



7.
This record from OMol25 describes a cluster of 2 separate species, C5H16NO in total at a distorted geometry. The level of theory is ωB97M-V with the def2-TZVPD basis set.

Values from the calculation:
Charge: +1
E_HOMO: -14.86 eV
Kohn-Sham gap: 0.42151 hartree

```
23
Properties=species:S:1:pos:R:3:mulliken_charge:R:1
C -0.23284 1.92585 -0.98695 -1.49
C -0.25626 0.87388 0.09775 0.08
C -0.62831 -0.51650 -0.42311 -0.66
C -0.69832 -1.56478 0.68550 -0.41
C 0.68742 -2.14426 0.98372 -1.18
N -1.21241 1.39676 1.19834 -0.22
H 0.07378 2.94257 -0.73100 0.44
H 0.29432 1.53213 -1.84973 0.31
H -1.25096 2.15984 -1.33429 0.44
H 0.66485 0.82034 0.68328 0.32
H -0.12574 -0.72856 -1.35570 0.46
H -1.68122 -0.31447 -0.71997 0.26
H -1.33417 -2.42348 0.46843 0.35
H -1.15656 -1.17643 1.60253 0.23
H 1.45849 -1.38897 1.08435 0.31
H 1.00126 -2.71120 0.10507 0.29
H 0.64358 -2.88226 1.78046 0.37
H -0.79842 2.28280 1.45924 0.39
H -2.15121 1.63770 0.91157 0.36
H -1.18974 0.73026 1.97170 0.32
H 2.00117 -0.57097 -2.16265 0.33
H 3.38552 -0.07419 -1.62882 0.30
O 2.50576 0.19393 -1.83972 -0.60
```



8.
This record from OMol25 describes a cluster of 2 separate species, C5H16NO in total at a distorted geometry. The level of theory is ωB97M-V with the def2-TZVPD basis set.

Values from the calculation:
Charge: +1
E_HOMO: -14.77 eV
Kohn-Sham gap: 0.42474 hartree

```
23
Properties=species:S:1:pos:R:3:mulliken_charge:R:1
C 0.37635 -1.99944 0.89209 -1.51
C -0.11105 -0.76580 0.12497 -0.18
C 0.98201 0.22563 -0.15372 -0.52
C 0.65684 1.31324 -1.28284 -0.54
C -0.59857 2.08854 -0.85616 -1.03
N -0.62133 -1.48712 -1.30572 -0.26
H -0.50337 -2.62059 1.08396 0.41
H 0.82255 -1.42834 1.78431 0.30
H 1.07308 -2.53178 0.45283 0.52
H -0.98264 -0.26673 0.45112 0.47
H 1.08547 0.69812 0.86756 0.40
H 2.04357 -0.29891 -0.34284 0.28
H 1.44720 2.05449 -1.49512 0.39
H 0.65380 0.76798 -2.26902 0.27
H -0.63614 2.87049 -1.56320 0.38
H -1.34830 1.38340 -0.79156 0.33
H -0.50705 2.57807 0.12372 0.24
H -0.96784 -2.40292 -1.03990 0.36
H 0.17529 -1.48442 -1.95093 0.34
H -1.29566 -0.85543 -1.63811 0.33
H 0.00295 0.19984 3.19517 0.32
H -1.20057 1.16813 3.15002 0.28
O -0.54660 0.79354 2.56337 -0.58
```



In eV, the E_tot values for the records above are, in order, -9908.6551; -19199.2968; -20741.8888; -12887.5836; -19963.3051; -8975.8798; -8975.5048; -8974.4811.
In kJ/mol, the energy above the lowest of the compared OMol25 structures with the same formula, charge and spin values for the records above are, in order, 102.4; 307.3; 323.9; 65.4; 7.2; 61.3; 97.5; 196.2.